CH3NO3S | ωB97M-V/def2-TZVPD

For the relative energy (zero: lowest compared OMol25 entry of this formula, charge and spin), the calculation gives 17.49 kcal/mol. Its net charge is -2. For the HOMO-LUMO gap, the calculation gives 4.3 eV.

```
9
Properties=species:S:1:pos:R:3:forces:R:3:lowdin_charge:R:1
C -0.373126 -0.279685 0.065559 3.372 -1.221 3.942 -0.395
N 0.228172 -1.406173 -0.658422 2.823 1.095 -0.320 -0.364
O -0.361606 -1.436901 -1.917246 -0.485 -0.513 -1.299 -0.570
O 1.427615 1.272244 1.509064 0.071 -0.036 0.340 -0.669
O -0.785807 2.233486 0.842190 -0.217 0.178 0.321 -0.662
S 0.443199 1.492747 0.395902 -0.141 -1.435 -0.837 0.537
H -1.177308 -0.013447 -0.448170 -3.579 1.146 -2.264 -0.027
H -0.701850 -0.697789 1.089587 0.497 1.064 -0.876 0.073
H 1.300711 -1.164483 -0.878463 -2.341 -0.277 0.994 0.077
```
Forces are in eV/Å.